20
Properties=species:S:1:pos:R:3 method="wB97M-V/def2-TZVPD" homo_ev="-18.80 / -19.32" total_charge=+2 spin_multiplicity=5 homo_lumo_gap_ev="9.1 / 6.7"
O -0.06638 -0.01544 -4.28797
C -0.06268 -0.05144 -3.22882
Cr 0.01833 -0.06732 0.04212
O 1.81570 -2.41796 0.14590
C 1.11663 -1.50776 -0.10205
C -1.10039 1.36960 -0.03998
O -1.78688 2.26643 0.27145
C -1.44790 -1.18053 -0.11555
O -2.36324 -1.87894 0.11151
C 1.46596 1.05545 -0.20807
O 2.38260 1.76490 -0.01206
C 0.02728 1.07886 4.38079
C 0.53971 1.12080 2.94597
O 0.00610 0.09329 2.15159
H -1.04784 1.11882 4.37476
H 0.41559 1.93058 4.92346
H 0.36160 0.17357 4.86690
H 0.23773 2.07178 2.43835
H 1.66520 1.09257 2.90712
H 0.33846 -0.80765 2.59320

***

12
Properties=species:S:1:pos:R:3 method="wB97M-V/def2-TZVPD" homo_ev=-9.00 smiles="C[C@@H](C=O)C=S" homo_lumo_gap_ev=8.3
C -0.39522 1.86576 -0.12736
C -0.54299 0.47939 0.44719
C -1.42536 -0.49922 -0.39643
O -2.41286 -0.98939 -0.04968
C 0.63617 -0.40706 0.59857
S 2.01978 -0.39793 -0.20308
H 0.45194 1.91698 -0.79756
H -1.28014 2.04749 -0.74811
H -0.21657 2.64311 0.60218
H -1.15025 0.57592 1.45054
H -0.99546 -0.55478 -1.48439
H 0.54122 -0.97985 1.49218

***

15
Properties=species:S:1:pos:R:3 method="wB97M-V/def2-TZVPD" homo_ev=-13.96 total_charge=+1 homo_lumo_gap_ev=10.7
C -1.00677 -1.15308 0.02915
C 1.09399 -0.89778 -0.01721
C -0.23056 0.82485 -0.92510
C -0.30657 0.73236 1.06741
N -1.19263 0.24790 -0.00639
N 0.87418 0.55942 -0.00547
H -1.14168 -1.52693 -1.01266
H -1.25056 -1.67302 1.00127
H 1.59726 -1.35586 0.85886
H 1.17048 -1.20117 -1.08567
H -0.13678 0.28589 -1.85300
H -0.38670 1.81420 -1.13348
H -0.43400 1.83353 1.11909
H -0.35032 0.29388 2.05273
H 1.70066 1.21581 -0.08955

***

14
Properties=species:S:1:pos:R:3 method="wB97M-V/def2-TZVPD" homo_ev="1.59 / -6.44" total_charge=-1 spin_multiplicity=2 homo_lumo_gap_ev="2.8 / 10.9"
C 2.74456 0.99048 -0.03286
C 1.61129 1.41490 0.89605
H 2.35158 0.33451 -0.80630
H 3.30676 1.79513 -0.51543
H 3.50003 0.43220 0.52628
H 0.73019 1.80287 0.38228
H 1.91157 2.09450 1.69722
H 1.28180 0.47647 1.36742
C -2.82986 -1.08098 -0.01202
C -2.09045 -1.62606 -0.97773
H -2.62488 -1.36867 1.00954
H -3.49752 -0.27555 -0.27187
H -1.25786 -2.30758 -0.84353
H -2.42250 -1.46450 -1.99015

***

17
Properties=species:S:1:pos:R:3 method="wB97M-V/def2-TZVPD" homo_ev=-9.78 homo_lumo_gap_ev=9.5
C 0.81204 -0.45448 0.81037
C -0.67264 0.25427 -0.83076
N -1.06976 1.73564 2.34940
N -0.53428 -0.68857 0.30901
F -3.07300 -0.11314 0.99325
F -2.30705 -2.32287 0.25986
F -0.75203 0.55610 4.86814
F -2.98337 0.75200 4.10913
P -1.80903 -1.06364 1.23981
P -1.53441 0.80916 3.43020
S -1.58678 -1.62035 3.12645
H 1.09607 -1.46484 1.15274
H 1.55718 -0.08632 0.08050
H 0.80837 0.22126 1.61904
H -0.51176 1.24403 -0.39532
H 0.19631 0.04793 -1.58069
H -1.70543 0.42364 -1.33556

***

17
Properties=species:S:1:pos:R:3 method="wB97M-V/def2-TZVPD" homo_ev=-9.13 smiles=CCN.CSS homo_lumo_gap_ev=9.6
C -2.64239 -0.73598 -0.21473
C -2.57154 0.52467 -1.07665
N -2.00010 1.64931 -0.31497
H -1.61559 -0.96383 0.08450
H -3.09487 -1.59834 -0.68430
H -3.18800 -0.47296 0.69320
H -3.57892 0.79944 -1.37253
H -2.03690 0.34600 -2.01024
H -1.78729 1.36691 0.63610
H -1.12264 1.95927 -0.71450
C 1.84031 1.24997 1.14547
S 1.38836 -0.49354 1.10987
S 1.41361 -0.89616 -0.91726
H 1.19801 1.84045 0.49878
H 1.78822 1.55038 2.19567
H 2.88232 1.38878 0.85818
H 0.08060 -0.84195 -0.99336

***

18
Properties=species:S:1:pos:R:3 method="wB97M-V/def2-TZVPD" homo_ev="-7.76 / -7.93" homo_lumo_gap_ev="7.5 / 7.7"
C 1.07743 1.87243 0.16980
C 0.15745 2.79097 0.27951
C -0.72727 -1.52099 0.11318
C -2.58582 -0.23273 -0.37636
C 0.54018 -2.11163 -0.34505
O -1.65493 -1.08557 -0.71302
O -0.61606 3.29886 -0.71059
O 0.72840 -3.44164 0.12708
Br -3.94332 -0.12584 -1.82798
I -3.26590 0.22046 1.49361
H 1.63421 1.42634 1.04416
H 1.50569 1.50386 -0.76733
H -0.20686 3.26596 1.22319
H -0.79129 -1.11372 1.10393
H 1.33800 -1.60775 0.16323
H 0.50720 -1.88175 -1.41980
H -0.46322 2.98082 -1.57989
H 0.22397 -4.14815 -0.39964

***

9
Properties=species:S:1:pos:R:3 method="wB97M-V/def2-TZVPD" homo_ev="-7.66 / -7.62" spin_multiplicity=2 homo_lumo_gap_ev="6.9 / 6.9"
H -2.18182 -1.57656 1.72080
O 2.58374 0.74796 1.88565
C 1.42819 0.98672 1.88967
C 0.23394 0.05423 1.89176
O -1.00008 0.64795 1.89469
K -1.55136 3.04552 2.03004
F 1.02874 2.30702 1.75509
H 0.40843 -0.62574 2.74989
H 0.38047 -0.58344 0.99610

***

34
Properties=species:S:1:pos:R:3 method="wB97M-V/def2-TZVPD" homo_ev="-5.59 / -7.67" spin_multiplicity=5 homo_lumo_gap_ev="6.1 / 6.0"
C 1.65352 1.02957 -3.65195
C 0.23263 1.07931 -3.51482
C -0.19708 -0.13518 -2.84184
C 0.96814 -0.90470 -2.56377
C 2.10145 -0.19246 -3.06558
Os 0.88196 1.13939 -1.51510
N 2.53956 0.36314 -0.64803
C -0.09010 2.88104 -1.44734
C -1.14359 1.91730 -1.39936
H -1.22377 -0.43825 -2.64155
H -0.42112 1.82543 -3.94926
H 0.98459 -1.87728 -2.07300
H 3.12727 -0.53619 -3.04586
H 2.26854 1.76871 -4.15098
H -1.78786 1.80732 -2.28840
H 0.23132 3.28466 -0.47891
H 3.11032 0.72508 0.14075
H -1.73799 1.79720 -0.46882
H 0.05825 3.53982 -2.30647
C 0.75890 -2.17748 2.92402
Si -0.77529 -1.14582 2.62629
C -2.20587 -2.32053 2.35470
C -1.01830 0.06758 4.02738
C -0.60333 -0.11791 1.11853
C -0.22517 0.49856 0.11303
H 0.63611 -2.73242 3.86153
H 1.66180 -1.55931 2.99550
H 0.91808 -2.89585 2.10960
H -2.47310 -2.85055 3.27599
H -3.08196 -1.76969 1.99267
H -1.94775 -3.06363 1.58763
H -0.12066 0.68519 4.16182
H -1.84315 0.74980 3.78902
H -1.23635 -0.44186 4.97259

***

32
Properties=species:S:1:pos:R:3 method="wB97M-V/def2-TZVPD" homo_ev=-13.08 total_charge=+1 homo_lumo_gap_ev=7.5
C 4.17710 0.70817 0.35113
C -3.23056 0.15465 0.74292
C -2.33933 1.05998 -1.47202
C -0.44737 -1.09965 1.52583
C 2.73681 1.10584 0.16545
C 1.92205 -0.02912 -0.31326
C 0.42842 0.22564 -0.21110
C -2.27525 1.00067 0.00770
N -0.51133 -0.77028 0.14893
Si -0.83268 -2.13500 -0.96895
H 4.63657 0.38015 -0.52906
H 4.19709 -0.10975 1.03127
H 4.90076 1.40816 0.87742
H -3.44278 -0.72643 0.17759
H -2.78811 -0.09794 1.66817
H -4.25724 0.49874 0.90958
H -2.29289 0.05259 -1.81861
H -1.76884 1.69804 -2.04125
H -3.38823 1.31658 -1.66447
H -0.84862 -0.22984 2.08421
H -1.06792 -1.91242 1.74431
H 0.57702 -1.13413 1.85060
H 2.34696 1.37120 1.20686
H 2.52689 1.93398 -0.41030
H 2.10165 -0.05945 -1.44753
H 2.38158 -0.85238 0.17876
H 0.35340 1.18502 0.36543
H 0.04214 0.64038 -1.24415
H -1.34912 1.41806 0.47644
H -0.98394 -1.38998 -2.13506
H -1.96688 -2.71983 -0.14739
H 0.46262 -2.89164 -1.10943

***

93
Properties=species:S:1:pos:R:3 method="wB97M-V/def2-TZVPD" homo_ev=-7.84 homo_lumo_gap_ev=7.8
Cs -0.46040 -1.43832 -1.02514
C -2.90670 -2.96981 3.46344
O -1.58226 -3.54617 3.38752
C -0.97623 -2.89641 2.37210
N -1.66872 -2.14130 1.62866
C -3.04680 -2.19618 2.13183
C -3.63389 -0.82149 2.29988
C -2.70980 0.28231 2.70293
C -3.29160 1.69855 2.78592
C -4.77451 1.81011 2.69567
C -5.51480 0.74456 2.39029
C -4.93708 -0.58571 2.16463
C 0.47017 -3.20329 2.20883
C 1.07299 -4.17816 2.99503
C 2.40596 -4.47060 2.76047
C 3.08168 -3.80183 1.75431
C 2.39259 -2.83760 1.02744
N 1.11845 -2.53448 1.26014
C 3.04784 -2.13389 -0.10759
N 2.51007 -1.26762 -0.85168
C 3.44444 -1.00053 -1.94369
C 4.74922 -1.66579 -1.45892
O 4.31370 -2.53116 -0.38230
C 3.57359 0.46837 -2.26396
C 4.24722 0.85981 -3.41736
C 4.40319 2.20353 -3.72206
C 3.87736 3.17278 -2.87900
C 3.19396 2.78932 -1.73489
C 3.04494 1.44408 -1.42601
H -2.93874 -2.30986 4.33036
H -3.62391 -3.77919 3.57309
H -3.65060 -2.74755 1.40525
H -1.76415 0.25210 2.16311
H -2.77641 2.44233 2.18235
H -5.21916 2.78582 2.83594
H -6.58707 0.85244 2.28112
H -5.60656 -1.38276 1.86290
H 0.50407 -4.68822 3.75758
H 2.91038 -5.22511 3.34903
H 4.11334 -4.01819 1.52038
H 3.04160 -1.53082 -2.81395
H 5.45486 -0.94108 -1.04773
H 5.23818 -2.28129 -2.20927
H 4.64638 0.10591 -4.08748
H 4.93151 2.49414 -4.62131
H 3.99474 4.22229 -3.11801
H 2.76195 3.53686 -1.08015
H 2.50509 1.14820 -0.53610
N 0.60160 -1.61294 -5.38943
C -0.04186 -2.90712 -5.11930
C -0.01463 -3.13388 -3.60289
O 1.12033 -3.12387 -3.07388
O -1.11747 -3.22461 -2.99990
H 0.73476 -1.48972 -6.38656
H 1.52403 -1.64079 -4.96640
H 0.47850 -3.74718 -5.59707
H -1.07125 -2.88121 -5.47466
Se -1.80807 3.32912 -0.43905
Se -0.08661 4.40152 0.64669
C 0.88129 2.89952 1.38956
C 2.06556 3.18916 2.06204
C 2.77178 2.13704 2.61669
C 2.26975 0.84798 2.49259
C 1.08291 0.67749 1.80219
N 0.40094 1.68127 1.24703
C -0.92323 2.82249 -2.07982
C -0.11612 3.71394 -2.77342
C 0.45884 3.28195 -3.95576
C 0.18586 1.99861 -4.40567
C -0.65618 1.20205 -3.64906
N -1.19750 1.59661 -2.49290
H 2.41881 4.20879 2.14765
H 3.69896 2.32321 3.14369
H 2.77976 -0.00508 2.91939
H 0.64524 -0.30595 1.69835
H 0.06002 4.70920 -2.39022
H 1.10855 3.94055 -4.51779
H 0.61628 1.60541 -5.31567
H -0.88261 0.19432 -3.97835
I -3.35678 -1.38094 -3.30649
C -4.58987 0.34169 -3.22681
I -4.91632 1.05900 -1.25029
H -5.56018 0.12157 -3.65362
H -4.09531 1.13894 -3.76795
N -3.59261 2.28589 5.19215
N -2.72379 1.78506 4.19139
N -1.44911 2.41143 4.29605
C -0.64620 1.36583 4.53447
N -1.11191 0.14426 4.54478
N -2.47369 0.29407 4.19227
H -2.99432 2.45275 5.99576
H -4.25606 1.54340 5.39892
H 0.39785 1.56003 4.73770

***

11
Properties=species:S:1:pos:R:3 method="wB97M-V/def2-TZVPD" homo_ev="-8.13 / -7.57" homo_lumo_gap_ev="7.4 / 6.5"
C 0.45109 0.56810 0.39649
C 0.04401 -0.62402 -0.46187
N 1.31579 1.43824 -0.35040
N 2.78182 -1.43024 -0.14697
S 2.82572 1.63108 -0.07797
S 3.78842 -0.33296 0.10955
S 1.32024 -1.96090 0.05780
H -0.36908 1.08982 0.71625
H 0.96751 0.26962 1.37626
H -0.86204 -0.93686 -0.13496
H 0.23587 -0.27056 -1.56920